Below is C35H34O4PRuS as an isolated structure in a non-equilibrium geometry, with properties calculated with wB97M-V/def2-TZVPD.

CARTESIAN COORDINATES (ANGSTROEM)
Ru1 1.161 1.499 0.858
C1 3.324 -0.240 1.354
C2 3.697 0.971 1.972
C3 2.762 1.248 3.001
C4 1.818 0.169 3.040
C5 2.192 -0.772 2.059
C6 1.649 -2.152 1.816
C7 0.739 0.061 4.078
C8 2.794 2.433 3.919
C9 4.925 1.782 1.673
C10 4.036 -0.958 0.245
H1 1.277 -2.229 0.780
H2 0.724 -2.318 2.373
H3 2.358 -2.959 1.993
H4 0.082 0.935 4.037
H5 1.147 -0.006 5.093
H6 0.112 -0.809 3.918
H7 2.105 3.215 3.580
H8 3.796 2.866 3.960
H9 2.496 2.161 4.936
H10 4.700 2.824 1.452
H11 5.468 1.380 0.818
H12 5.609 1.773 2.531
H13 3.380 -1.133 -0.613
H14 4.396 -1.944 0.563
H15 4.895 -0.392 -0.112
O1 -0.525 1.865 -3.087
C11 0.240 2.149 -2.142
O2 0.218 1.530 -1.045
C12 1.190 3.311 -2.375
C13 1.100 3.932 -3.624
C14 1.897 4.996 -3.997
C15 2.830 5.476 -3.075
C16 2.935 4.888 -1.837
C17 2.133 3.786 -1.438
S1 2.499 3.207 0.149
H16 0.363 3.524 -4.305
H17 1.801 5.446 -4.978
H18 3.476 6.311 -3.327
H19 3.659 5.256 -1.119
O3 -1.066 -0.142 0.546
P1 -1.898 -1.102 -0.189
C18 -3.443 -0.327 -0.764
C19 -3.928 0.701 0.043
C20 -5.085 1.374 -0.321
C21 -5.761 1.025 -1.480
C22 -5.281 0.005 -2.286
C23 -4.123 -0.676 -1.927
C24 -2.528 -2.462 0.868
C25 -2.052 -2.459 2.170
C26 -2.445 -3.451 3.062
C27 -3.309 -4.448 2.636
C28 -3.703 -4.515 1.305
C29 -3.281 -3.544 0.404
C30 -1.173 -1.901 -1.616
C31 -0.855 -3.263 -1.591
C32 -0.472 -3.930 -2.747
C33 -0.408 -3.232 -3.946
C34 -0.674 -1.870 -3.967
C35 -1.048 -1.196 -2.812
H20 -3.361 0.999 0.916
H21 -5.444 2.187 0.296
H22 -6.657 1.561 -1.767
H23 -5.794 -0.256 -3.201
H24 -3.736 -1.453 -2.570
H25 -1.280 -1.730 2.407
H26 -2.064 -3.455 4.074
H27 -3.629 -5.216 3.328
H28 -4.312 -5.339 0.963
H29 -3.554 -3.613 -0.641
H30 -0.916 -3.817 -0.664
H31 -0.239 -4.985 -2.710
H32 -0.120 -3.742 -4.856
H33 -0.582 -1.308 -4.887
H34 -1.188 -0.116 -2.832
O4 -0.045 2.611 1.632

The net charge is -2. As for the energy above the lowest of the compared OMol25 structures with the same formula, charge and spin: 0.0 kJ/mol. Its lowest unoccupied orbital energy (spin up / spin down) is 4.12 / 4.12 eV. The spin multiplicity is 2. For the HOMO-LUMO gap (spin up / spin down), the calculation gives 3.63 / 3.27 eV. As for the total energy: -2489.491903 a.u.

Here are the Löwdin charges for atoms 1 to 5, given in e:
1 Ru 0.923
2 C -0.285
3 C -0.337
4 C -0.303
5 C -0.303